C84H72F14IN2O4P | wB97M-V/def2-TZVPD

DFT total energy: -154851.8222 eV
E_HOMO: -8.58 eV
LUMO level: -1.9 eV
Spin multiplicity: 1
Strongest force on any atom: 9.94 eV/A
Frontier orbital gap: 0.2438 Ha

Geometry as XYZ:
```
178
Properties=species:S:1:pos:R:3:forces:R:3
C -1.11762 4.20420 5.86413 7.569 0.054 -6.449
C -0.03840 4.27445 4.93129 -5.367 -1.096 6.313
C 1.41665 4.14674 4.17197 1.089 -0.389 -1.034
C 1.43987 3.14693 2.83286 3.041 1.268 0.658
C 2.82000 2.86119 1.97960 -0.041 2.566 2.532
N 2.94638 1.98206 0.75458 -0.020 1.139 3.241
C 3.58703 0.68492 1.19867 0.272 -1.912 -0.088
C 4.31637 -0.14039 -0.05854 -0.056 -0.851 0.514
C 3.45669 -1.50753 -0.46319 0.198 0.095 0.147
C 4.18699 3.61660 2.53117 -1.958 0.561 1.254
C 4.17075 4.65251 3.84424 -2.265 -1.417 -0.979
C 2.77546 4.95153 4.71766 -0.232 -2.038 -3.471
C 2.80088 5.93362 6.02918 2.656 -0.840 0.408
O 1.57848 6.71914 6.25200 0.308 0.946 4.494
C 1.55865 7.22570 7.65994 -0.536 0.494 0.300
F 2.78937 8.03593 7.98734 -4.069 -3.000 -0.924
F 0.40813 8.16591 7.90955 4.117 -3.827 -1.802
F 1.38717 6.12723 8.66540 0.905 3.839 -3.398
C 5.63444 5.34167 4.19864 1.239 3.522 0.724
O 5.83691 6.62571 4.49961 -1.469 -7.492 -1.484
C 6.94458 4.30717 4.10355 1.573 -1.839 -0.667
C 6.95290 3.26461 2.79628 1.938 0.103 2.318
C 8.20469 2.21909 2.64010 -0.293 3.340 3.739
I 8.28307 0.79253 0.96118 0.038 1.402 1.734
C 9.39262 2.25517 3.80117 -2.245 1.986 0.747
C 9.36726 3.27675 5.11475 -3.132 -0.127 -2.397
C 10.55718 3.22276 6.25432 -0.388 0.017 -0.637
F 10.84096 1.76653 6.49106 -0.389 3.054 -0.540
C 11.84664 4.05121 5.64802 0.255 -0.914 -1.058
C 12.92618 2.89774 5.13356 -0.739 0.382 -0.260
C 8.11177 4.35365 5.25337 -0.637 -2.447 -4.314
P 8.13216 5.55744 6.76380 0.272 -0.038 1.027
N 8.82212 7.16157 6.25578 -1.884 -1.469 -0.674
O 6.48175 5.82774 7.36220 2.273 2.247 -2.420
C 5.64450 3.34274 1.75693 0.501 -0.705 -4.085
O 5.76200 3.16310 0.43139 -0.719 1.068 8.536
H -2.04760 4.03506 6.57644 2.474 0.606 -2.118
H 0.45372 2.59705 2.44678 2.296 1.510 1.161
H 2.03871 1.83928 0.25995 0.959 0.150 1.030
H 4.37938 0.83269 2.06677 -1.755 0.091 -1.953
H 2.72166 0.02130 1.65580 1.875 0.963 -0.816
H 5.37897 -0.54222 0.29197 -2.239 1.104 -0.662
H 4.48879 0.56664 -0.97954 -0.487 -1.318 1.867
H 3.91877 -1.96012 -1.45470 -1.139 0.996 1.955
H 3.54615 -2.34408 0.38322 -0.140 2.112 -2.021
H 2.30438 -1.26789 -0.59690 2.465 -0.488 0.062
H 3.07408 5.23652 6.95872 -0.985 1.455 -1.909
H 3.69407 6.72431 5.98384 -1.882 -1.993 -0.437
H 10.30835 1.50374 3.74791 -2.359 1.678 -0.007
H 10.25824 3.67309 7.29349 0.158 -1.072 -2.204
H 12.31999 4.82656 6.38713 -1.014 -1.712 -1.199
H 11.44729 4.63421 4.69888 0.881 -1.113 2.019
H 13.30662 2.32471 6.08338 -0.724 0.925 -2.163
H 13.81588 3.33314 4.50941 -1.712 -0.625 1.409
H 12.30426 2.20776 4.38672 1.592 1.241 1.856
H 8.20082 7.62051 5.54615 1.090 -0.493 0.468
H 9.78787 7.00621 5.89230 -1.179 0.167 0.286
H 6.26405 6.79128 7.10104 0.154 -2.114 0.500
F 0.67326 -3.04437 -1.17202 -0.115 0.276 0.104
C 0.86729 -4.30691 -1.57571 0.183 -1.171 -0.370
C -0.18022 -5.21826 -1.49947 -0.015 0.065 0.030
C 0.01987 -6.53162 -1.92449 0.415 0.215 -0.048
C 1.26980 -6.92207 -2.41133 -0.043 0.022 0.035
C 2.31639 -6.00122 -2.47919 -0.427 0.018 0.136
C 2.11274 -4.68530 -2.06459 0.006 0.097 0.033
H -1.14168 -4.89901 -1.11073 0.091 0.009 -0.055
H -0.79491 -7.24978 -1.87624 0.126 0.154 0.012
H 1.42669 -7.94769 -2.73854 -0.040 0.198 0.056
H 3.28951 -6.30848 -2.85462 -0.173 0.099 0.060
H 2.91262 -3.95429 -2.11881 -0.117 -0.053 0.046
F -1.17135 2.60940 0.09815 -0.107 -0.258 0.238
C -0.62650 3.49286 -0.74875 0.539 0.849 -0.724
C 0.46484 3.11490 -1.52322 -0.034 0.030 0.109
C 1.02924 4.03283 -2.40889 -0.296 0.226 0.181
C 0.50220 5.32329 -2.50229 0.005 -0.108 0.000
C -0.59020 5.69468 -1.71702 0.199 -0.377 -0.057
C -1.16127 4.77312 -0.83973 -0.066 -0.053 0.073
H 0.86590 2.11085 -1.43108 -0.117 0.039 -0.119
H 1.87778 3.74473 -3.02447 -0.154 0.018 0.158
H 0.94554 6.04031 -3.18998 -0.083 -0.146 0.142
H -0.99609 6.70089 -1.78845 0.044 -0.208 0.039
H -2.01630 5.04219 -0.22846 0.095 -0.064 -0.023
F -1.48299 -7.19965 -5.38553 0.191 -0.181 -0.031
C -2.46769 -6.31510 -5.17924 -0.787 0.759 0.160
C -2.45497 -5.10497 -5.86413 0.036 -0.073 -0.004
C -3.48278 -4.18584 -5.65350 -0.129 -0.348 0.277
C -4.50711 -4.48293 -4.75113 0.102 0.007 -0.025
C -4.50830 -5.69815 -4.06471 0.295 0.197 -0.271
C -3.48643 -6.62160 -4.28395 0.061 -0.024 0.014
H -1.64670 -4.88809 -6.55487 -0.061 -0.072 0.071
H -3.48615 -3.24019 -6.18987 0.044 -0.184 0.122
H -5.30618 -3.76386 -4.58381 0.148 -0.138 -0.033
H -5.30439 -5.92543 -3.35981 0.142 0.003 -0.156
H -3.47655 -7.57468 -3.76561 0.043 0.071 -0.063
F 3.65957 -2.77370 2.40265 0.289 0.198 0.152
C 2.75637 -3.66676 2.82845 -0.874 -0.902 0.457
C 1.45407 -3.60670 2.34465 0.043 0.074 -0.048
C 0.51463 -4.53952 2.78382 0.415 -0.116 0.247
C 0.88571 -5.51628 3.71119 -0.011 0.064 0.018
C 2.19405 -5.56518 4.19471 -0.227 0.260 -0.295
C 3.13592 -4.63923 3.74690 0.089 0.073 -0.052
H 1.18201 -2.83583 1.63107 0.058 -0.070 0.024
H -0.50413 -4.50591 2.40574 0.200 0.017 0.044
H 0.15151 -6.24089 4.05684 0.176 0.161 -0.091
H 2.47947 -6.32375 4.91955 -0.016 0.151 -0.142
H 4.15948 -4.66828 4.10551 -0.086 0.050 -0.047
F -3.04787 -0.91741 -5.28123 -0.071 -0.345 -0.035
C -2.74530 0.38648 -5.22706 0.260 1.255 0.022
C -2.47095 0.97470 -3.99726 0.018 -0.055 0.041
C -2.15083 2.33114 -3.94097 -0.100 -0.111 -0.419
C -2.11931 3.08741 -5.11521 -0.039 -0.085 -0.010
C -2.40115 2.48897 -6.34418 -0.047 -0.013 0.478
C -2.71024 1.13021 -6.40135 -0.145 -0.072 0.102
H -2.50842 0.37335 -3.09481 0.003 0.015 -0.103
H -1.92712 2.79872 -2.98532 -0.066 -0.110 -0.196
H -1.87396 4.14635 -5.07032 -0.042 -0.199 0.001
H -2.38003 3.08052 -7.25629 -0.011 -0.183 0.231
H -2.92317 0.64699 -7.34913 -0.053 0.059 0.134
F -0.48128 -7.71349 2.05911 -0.079 0.169 0.026
C -0.28725 -8.97603 1.65541 0.166 -1.037 -0.352
C -1.33476 -9.88738 1.73166 -0.028 0.064 0.012
C -1.13467 -11.20074 1.30664 0.425 0.206 -0.065
C 0.11525 -11.59119 0.81980 -0.061 0.022 0.020
C 1.16185 -10.67034 0.75193 -0.420 0.036 0.127
C 0.95820 -9.35441 1.16653 0.026 0.092 0.026
H -2.29623 -9.56813 2.12039 0.105 0.012 -0.042
H -1.94945 -11.91890 1.35488 0.133 0.159 0.017
H 0.27215 -12.61680 0.49258 -0.028 0.201 0.063
H 2.13496 -10.97760 0.37651 -0.175 0.099 0.065
H 1.75808 -8.62340 1.11231 -0.107 -0.016 0.027
F -0.98615 1.88360 -8.71690 0.034 0.199 -0.101
C -0.54562 0.74550 -9.26943 0.415 -1.005 -0.522
C -0.56410 -0.42862 -8.52461 -0.012 -0.007 0.089
C -0.11031 -1.61486 -9.10123 0.066 0.342 -0.375
C 0.36758 -1.61147 -10.41401 -0.029 0.002 0.061
C 0.38680 -0.42684 -11.15173 -0.132 -0.096 0.395
C -0.07743 0.75683 -10.57862 -0.025 0.072 0.028
H -0.93104 -0.41038 -7.50360 0.112 0.006 -0.144
H -0.12787 -2.53967 -8.52995 0.003 0.197 -0.064
H 0.72559 -2.53605 -10.86185 -0.068 0.184 0.082
H 0.76302 -0.42585 -12.17190 -0.091 0.035 0.190
H -0.07797 1.68483 -11.14069 -0.001 -0.063 0.094
F -7.29586 -5.55672 -5.64414 0.085 -0.159 -0.046
C -8.28056 -4.67218 -5.43785 -0.760 0.686 0.140
C -8.26783 -3.46205 -6.12275 0.074 -0.039 -0.056
C -9.29565 -2.54291 -5.91211 -0.089 -0.408 0.315
C -10.31997 -2.84000 -5.00974 0.150 0.195 0.061
C -10.32117 -4.05523 -4.32333 0.306 0.178 -0.283
C -9.29930 -4.97867 -4.54256 0.036 -0.064 0.007
H -7.45957 -3.24516 -6.81349 -0.054 -0.080 0.061
H -9.29902 -1.59727 -6.44848 0.041 -0.174 0.097
H -11.11904 -2.12094 -4.84243 0.464 -0.272 -0.013
H -11.11726 -4.28251 -3.61843 0.139 0.006 -0.131
H -9.28942 -5.93175 -4.02422 0.048 0.075 -0.062
F -1.38648 13.50052 11.69384 -0.087 0.224 0.109
C -0.94595 12.36242 11.14131 0.371 -0.960 -0.467
C -0.96442 11.18830 11.88612 -0.047 0.042 0.056
C -0.51063 10.00206 11.30950 0.047 0.434 -0.340
C -0.03274 10.00545 9.99672 0.041 -0.100 0.206
C -0.01353 11.19007 9.25901 -0.141 -0.099 0.423
C -0.47776 12.37374 9.83212 -0.023 0.074 0.030
H -1.33137 11.20654 12.90714 0.014 0.051 -0.106
H -0.52820 9.07725 11.88078 0.004 0.189 -0.071
H 0.32526 9.08087 9.54889 -0.179 0.581 0.482
H 0.36270 11.19106 8.23883 -0.083 0.016 0.176
H -0.47830 13.30175 9.27004 -0.007 -0.058 0.099
F -13.08695 -2.17196 -5.32572 -0.258 0.326 0.004
C -13.85742 -3.22768 -5.61974 -0.757 -1.013 -0.286
C -13.30473 -4.31185 -6.29263 0.099 0.034 -0.038
C -14.10532 -5.41346 -6.59442 -0.317 0.320 0.233
C -15.45379 -5.41390 -6.22917 0.065 0.011 -0.005
C -16.00046 -4.31877 -5.55851 0.388 -0.098 -0.141
C -15.19696 -3.22223 -5.24703 0.055 0.081 0.030
H -12.25744 -4.29018 -6.57574 -0.107 0.031 0.060
H -13.68090 -6.26935 -7.11334 -0.041 0.190 0.085
H -16.07894 -6.27144 -6.46871 0.116 0.172 0.049
H -17.05123 -4.31965 -5.27888 0.210 0.031 -0.028
H -15.60335 -2.36644 -4.71826 0.072 -0.054 -0.066
```
Positions in Å, forces in eV/Å.